No. 1
Here is one molecule with the formula C5H7NO2S2 at a distorted geometry from the Open Molecules 2025 dataset. Energies are from the ωB97M-V functional and the def2-TZVPD basis.

Properties
Maximum force ... 0.08588 Eh/bohr
Gap between HOMO and LUMO (spin up / spin down) ... 6.109 / 5.526 eV
ΔE to the lowest compared entry with this formula, charge and spin ... 0.0 kcal/mol
Charge ... 0
Multiplicity ... 3

Element x y z (Å)
C1 -1.117 -1.280 -1.926
C2 2.169 0.304 0.761
C3 -1.313 -0.708 -0.427
C4 0.986 -0.485 0.387
C5 -0.306 1.396 -0.203
N1 -0.193 0.032 0.063
O1 3.354 -0.189 0.346
O2 2.096 1.388 1.249
S1 -1.934 -0.522 -3.064
S2 -0.053 -2.525 -2.131
H1 -2.116 -0.041 -0.334
H2 -1.495 -1.609 0.220
H3 1.229 -1.502 0.672
H4 -0.842 1.793 0.706
H5 0.659 1.738 -0.188
H6 -0.794 1.541 -1.179
H7 3.379 -1.001 -0.227

Atomic partial charges in e from the Mulliken method, atoms 1 to 6: 0.45 0.48 -1.32 -0.19 -0.98 0.09


No. 2
Here is C5H7NO3 as an isolated structure at a distorted geometry from the Open Molecules 2025 dataset. Energies are from the ωB97M-V functional and the def2-TZVPD basis.

Properties
Maximum force ... 0.06247 Eh/bohr
Gap between HOMO and LUMO ... 4.442 eV
ΔE to the lowest compared entry with this formula, charge and spin ... 43.7 kcal/mol
Charge ... -2

Element x y z (Å)
C1 -2.065 -0.766 -0.027
C2 0.688 1.268 0.526
C3 -0.850 0.221 -0.339
C4 0.424 -0.226 0.405
C5 1.470 -1.088 -0.225
N1 -0.744 1.557 0.284
O1 -2.140 -1.331 1.079
O2 -1.084 2.662 -0.432
O3 -2.913 -0.811 -0.992
H1 1.165 1.550 1.453
H2 1.216 1.374 -0.437
H3 -0.569 0.362 -1.493
H4 0.195 -0.734 1.331
H5 1.795 -0.754 -1.295
H6 1.026 -2.113 -0.237
H7 2.387 -1.170 0.400

Atomic partial charges in e from the Mulliken method, atoms 1 to 6: 0.29 -0.97 0.12 0.05 -1.41 -0.22


No. 3
Here is one molecule with the formula C5H7NO3 at a distorted geometry from the Open Molecules 2025 dataset. Energies are from the ωB97M-V functional and the def2-TZVPD basis.

Properties
Maximum force ... 0.09586 Eh/bohr
Gap between HOMO and LUMO ... 8.727 eV
ΔE to the lowest compared entry with this formula, charge and spin ... 109.7 kcal/mol
SMILES ... C[C@]1(N)C(=O)[C@H]1C(=O)O
Charge ... 0

Element x y z (Å)
C1 -0.388 1.693 0.780
C2 -0.297 0.455 -0.072
N1 0.026 0.679 -1.465
C3 -1.492 -0.547 -0.039
O1 -2.263 -0.944 -0.871
C4 -0.432 -0.994 0.769
C5 1.022 -1.138 0.351
O2 1.910 -1.085 1.197
O3 1.224 -1.766 -0.850
H1 -0.534 1.458 1.835
H2 0.544 2.260 0.706
H3 -1.216 2.325 0.448
H4 -0.639 0.266 -2.120
H5 0.959 0.376 -1.729
H6 -0.553 -0.914 1.844
H7 2.129 -2.124 -0.784

Atomic partial charges in e from the Mulliken method, atoms 1 to 6: -1.29 0.86 -0.63 0.46 -0.53 -0.48


No. 4
Here is a 2-piece molecular cluster, C5H7NO3 overall at a distorted geometry from the Open Molecules 2025 dataset. Energies are from the ωB97M-V functional and the def2-TZVPD basis.

Properties
Maximum force ... 0.08183 Eh/bohr
Gap between HOMO and LUMO (spin up / spin down) ... 8.973 / 9.133 eV
ΔE to the lowest compared entry with this formula, charge and spin ... 110.3 kcal/mol
Charge ... 0

Element x y z (Å)
C1 -0.074 0.550 1.560
C2 -1.981 -0.594 0.606
C3 1.014 1.276 -0.228
C4 0.154 0.074 -0.706
C5 0.851 -1.191 -1.094
N1 -0.761 -0.068 0.473
O1 -2.573 -1.341 -0.060
O2 -0.421 0.482 2.712
O3 1.063 1.079 1.125
H1 -3.093 0.322 1.995
H2 2.129 1.238 -0.498
H3 0.742 2.250 -0.704
H4 -0.371 0.504 -1.612
H5 1.702 -1.331 -0.403
H6 1.307 -1.142 -2.048
H7 0.311 -2.108 -1.119

Atomic partial charges in e from the Mulliken method, atoms 1 to 6: 0.46 0.02 -0.53 0.38 -1.40 0.17